Record 1
This record from the OMol25 dataset describes a structure of composition C36H20BrF20GeIN4PbS2Si. The level of theory is ωB97M-V/def2-TZVPD.

The energy relative to the best compared isomer or geometry (same formula, charge and spin) is 76.1 kJ/mol. The value obtained for the total energy is -9827.57476 Eh. As for the total charge: 0. For the LUMO energy, the calculation gives -0.706 eV. The gap between HOMO and LUMO comes out at 7.124 eV.

Geometry as XYZ:
```
87
Properties=species:S:1:pos:R:3:mulliken_charge:R:1
Pb 0.0083 -0.4069 -0.0257 1.48
N 4.0318 -1.7818 -2.1443 -0.38
C 2.8054 -1.5352 -1.6477 0.52
S 2.6764 -0.2606 -0.4797 -0.72
N 1.8553 -2.3064 -2.1417 -1.49
N 0.6034 -2.0887 -1.6868 1.03
C -0.3119 -2.8207 -2.1945 -0.96
C -1.7235 -2.6496 -1.8290 0.90
C -2.6994 -3.4913 -2.3465 -0.89
C -4.0159 -3.3087 -1.9595 -0.58
C -4.3274 -2.2899 -1.0720 -0.79
C -3.2987 -1.4822 -0.6186 -0.57
N -2.0356 -1.6534 -0.9954 0.57
H 4.8169 -1.2508 -1.8194 0.21
H 4.1502 -2.5251 -2.8103 0.23
H -0.0392 -3.5799 -2.9225 0.34
H -2.4171 -4.2848 -3.0279 0.51
H -4.7934 -3.9586 -2.3407 0.44
H -5.3407 -2.1356 -0.7268 0.61
H -3.4845 -0.6713 0.0808 0.49
F -0.6942 -3.3124 1.3316 -0.30
C -0.4543 -2.0178 1.7305 -0.01
F -1.6683 -1.5473 2.2170 -0.33
C 0.4668 -2.0954 2.9333 0.78
F 1.6312 -2.6483 2.5928 -0.24
F 0.7074 -0.8425 3.3777 -0.23
F -0.0375 -2.7936 3.9586 -0.28
Br 7.3554 -1.3003 3.9930 -0.19
C 5.8766 -0.9798 5.1275 0.22
C 6.0520 -1.2144 6.4849 -0.42
C 5.0129 -0.9785 7.3700 -0.44
C 3.7947 -0.5135 6.8979 -0.70
C 3.6142 -0.2985 5.5404 -0.28
C 4.6528 -0.5261 4.6424 -0.02
I 4.2704 -0.1975 2.6166 0.31
H 7.0055 -1.5848 6.8377 0.37
H 5.1602 -1.1590 8.4274 0.36
H 2.9777 -0.3184 7.5811 0.37
H 2.6563 0.0403 5.1665 0.41
C -2.0745 2.6813 1.6279 -0.50
Si -0.9850 3.6267 0.4579 0.56
C 0.8083 3.4845 0.9309 -1.06
C -1.5679 5.3510 0.1086 -0.81
H -2.2282 3.2628 2.5447 0.42
H -1.6133 1.7321 1.9115 0.05
H -3.0515 2.4763 1.2000 0.02
H 1.1567 4.3837 1.4481 0.40
H 1.4342 3.3391 0.0476 0.33
H 0.9678 2.6335 1.5994 0.21
H -1.5035 5.9786 1.0042 0.44
H -2.6068 5.3458 -0.2221 0.13
H -0.9572 5.8088 -0.6729 0.26
F -4.4695 0.1893 -3.5955 -0.40
C -4.9679 0.9139 -2.5881 0.93
C -4.3198 2.0415 -2.1100 -0.44
C -4.9182 2.6858 -1.0395 0.08
F -4.3475 3.7919 -0.5408 -0.44
C -6.0955 2.2633 -0.4637 0.08
F -6.6361 2.9151 0.5621 -0.31
C -6.7166 1.1383 -0.9741 0.80
F -7.8511 0.7059 -0.4388 -0.32
C -6.1561 0.4649 -2.0398 0.11
F -6.7571 -0.6223 -2.5219 -0.37
Ge -2.6206 2.7694 -2.7936 0.72
S -0.8921 2.5832 -1.4851 -0.26
C -2.8735 4.6180 -3.4175 -0.47
C -4.0059 5.4002 -3.2773 0.47
F -5.1069 4.9223 -2.6801 -0.28
C -4.0730 6.6902 -3.7658 0.15
F -5.1782 7.4182 -3.6154 -0.30
C -2.9829 7.2264 -4.4225 0.68
F -3.0365 8.4655 -4.8934 -0.30
C -1.8383 6.4704 -4.5961 0.17
F -0.7942 6.9849 -5.2408 -0.30
C -1.8025 5.1876 -4.0915 0.40
F -0.6805 4.4812 -4.2804 -0.34
C -2.2120 1.7478 -4.4257 -0.31
C -2.9622 1.9823 -5.5671 0.55
F -3.9364 2.9055 -5.5536 -0.37
C -2.7874 1.2697 -6.7344 0.22
F -3.5280 1.5221 -7.8109 -0.30
C -1.8390 0.2653 -6.7710 0.74
F -1.6659 -0.4427 -7.8801 -0.30
C -1.0843 -0.0127 -5.6495 0.08
F -0.1898 -0.9986 -5.6817 -0.31
C -1.2770 0.7276 -4.4989 -0.55
F -0.5332 0.3913 -3.4390 -0.25
```


Record 2
This record from the OMol25 dataset describes a cluster of 12 separate species, C26H33Cl36F2IN3SSi in total in a non-equilibrium geometry. The level of theory is ωB97M-V/def2-TZVPD.

The energy relative to the best compared isomer or geometry (same formula, charge and spin) is 0.0 kJ/mol. The value obtained for the total energy is -18926.52845 Eh. As for the total charge: +1. For the LUMO energy, the calculation gives -4.281 eV. The gap between HOMO and LUMO comes out at 6.728 eV.

Geometry as XYZ:
```
103
Properties=species:S:1:pos:R:3:mulliken_charge:R:1
C -2.4702 2.8584 1.7825 -1.31
Si -1.7769 2.0980 0.1945 -0.02
C 0.1099 2.0156 0.3513 -0.26
C -2.3714 3.1623 -1.2766 -0.54
C -1.3015 3.8353 -2.1683 -0.14
C -1.0283 5.3111 -1.9200 0.79
F -2.1424 5.9935 -1.5478 -0.35
F -0.6340 5.8691 -3.1212 -0.35
C 0.1046 5.6492 -0.9533 0.93
S -0.5929 5.6102 0.7573 -0.27
C 1.4484 4.9611 -1.1532 -0.01
N 2.2056 5.6932 -0.1118 -0.67
I 4.2403 5.4394 -0.0706 0.39
C 1.7215 6.9659 -0.2059 0.42
N 2.2132 7.9685 0.4635 -0.20
N 0.6021 7.0754 -1.0666 -0.55
C -2.3679 0.3169 0.0585 0.67
C -2.5507 -0.3677 1.2626 -0.61
C -2.9540 -1.6978 1.2906 -0.87
C -3.1767 -2.3540 0.0897 -0.53
C -3.0126 -1.6853 -1.1146 -0.94
C -2.6022 -0.3595 -1.1430 -0.45
H -1.6839 2.9785 2.5299 0.36
H -3.3050 2.2879 2.1875 0.48
H -2.8521 3.8582 1.5733 0.41
H 0.3212 1.1201 0.9400 0.45
H 0.5738 1.8886 -0.6271 -0.43
H 0.5346 2.8539 0.9014 0.21
H -2.9563 2.5142 -1.9298 0.37
H -3.0771 3.9007 -0.8954 0.43
H -0.3589 3.2880 -2.1870 -0.02
H -1.6649 3.8106 -3.1946 0.08
H 0.3694 4.9454 1.4058 0.18
H 1.4745 3.8761 -1.1667 0.16
H 1.8789 5.2853 -2.1115 -0.07
H 1.9027 8.9118 0.2866 0.28
H 2.8876 7.8016 1.2000 0.12
H 1.0146 7.2151 -1.9977 0.39
H -2.3687 0.1352 2.2063 0.34
H -3.0875 -2.1872 2.2458 0.49
H -3.4760 -3.3943 0.1130 0.47
H -3.2029 -2.2349 -2.0247 0.93
H -2.4513 0.1549 -2.0852 0.31
C 2.4164 -0.8852 -1.1044 -0.14
Cl 3.1802 -2.2944 -1.8115 -0.05
Cl 2.9950 0.5987 -1.8859 -0.15
Cl 0.6606 -1.0073 -1.2373 0.00
H 2.6743 -0.8406 -0.0533 0.26
C 2.3692 -6.1049 -0.4940 -0.17
Cl 1.2718 -4.7313 -0.3222 0.19
Cl 1.6166 -7.4011 -1.4242 -0.11
Cl 3.8799 -5.5915 -1.2490 -0.08
H 2.6009 -6.4788 0.4954 0.29
C -0.5051 -4.7008 -4.0576 -0.25
Cl -0.8811 -6.3099 -3.4474 -0.06
Cl -1.1868 -3.4897 -2.9638 0.01
Cl 1.2364 -4.4748 -4.2225 -0.09
H -0.9561 -4.5882 -5.0342 0.40
C 6.5079 8.8004 2.4252 -0.07
Cl 5.3372 10.0918 2.6889 -0.13
Cl 5.7014 7.4306 1.6034 -0.14
Cl 7.8812 9.3579 1.4889 -0.10
H 6.8613 8.4575 3.3890 0.32
C 7.4320 -5.4920 0.9219 0.01
Cl 7.3804 -4.0207 1.8981 -0.12
Cl 6.0758 -6.5468 1.3135 -0.10
Cl 7.4551 -5.0987 -0.7978 -0.12
H 8.3468 -6.0191 1.1573 0.33
C 7.0138 2.4796 1.6626 0.03
Cl 7.7459 1.0241 1.0116 -0.09
Cl 7.4550 3.8932 0.6789 -0.15
Cl 5.2610 2.3046 1.7743 -0.09
H 7.3997 2.6403 2.6605 0.31
C 1.3587 -3.1513 3.4999 -0.25
Cl 2.9945 -3.3197 2.8561 -0.09
Cl 0.3312 -2.2468 2.3815 0.03
Cl 0.6555 -4.7276 3.8547 -0.10
H 1.4192 -2.5957 4.4261 0.38
C -1.9545 -7.9275 0.1939 0.03
Cl -1.0430 -6.7371 1.1181 -0.04
Cl -2.8905 -8.9804 1.2576 -0.12
Cl -3.0074 -7.1114 -0.9629 -0.13
H -1.2510 -8.5424 -0.3527 0.22
C -6.4712 -9.7236 1.9190 0.28
Cl -7.8603 -8.6516 2.1020 -0.12
Cl -6.5345 -11.0349 3.1014 -0.13
Cl -6.3867 -10.3637 0.2811 -0.12
H -5.5741 -9.1469 2.1019 0.07
C -5.1201 4.8679 -3.2077 0.56
Cl -5.7976 6.1094 -4.2534 -0.13
Cl -6.3851 3.9941 -2.3491 -0.13
Cl -4.1122 3.7476 -4.1359 -0.13
H -4.4872 5.3518 -2.4746 -0.15
C -7.0837 -8.7032 6.3725 0.50
Cl -6.0466 -7.2742 6.3063 -0.13
Cl -6.4697 -9.8626 7.5510 -0.12
Cl -8.7455 -8.2513 6.7490 -0.12
H -7.0728 -9.1729 5.3973 -0.12
C 1.6988 3.8009 -5.4060 -0.17
Cl 1.9480 2.4170 -4.3439 -0.05
Cl 0.0450 3.8568 -5.9987 -0.09
Cl 2.1162 5.3019 -4.5619 -0.13
H 2.3633 3.7058 -6.2548 0.44
```


Record 3
This record from the OMol25 dataset describes a structure of composition C50H51N6O2P2PdS5 in a non-equilibrium geometry. The level of theory is ωB97M-V/def2-TZVPD.

The energy relative to the best compared isomer or geometry (same formula, charge and spin) is 0.0 kJ/mol. The value obtained for the total energy is -5215.71368 Eh. As for the total charge: +3. For the LUMO energy, the calculation gives -8.633 eV. The gap between HOMO and LUMO comes out at 5.471 eV.

Geometry as XYZ:
```
117
Properties=species:S:1:pos:R:3:mulliken_charge:R:1
Pd 0.5447 -1.1842 -0.9283 2.00
C 3.2876 4.1711 5.5896 -0.84
S 2.2842 4.6944 4.1907 0.02
C 2.4220 3.2247 3.1480 -0.29
C 1.6379 3.4720 1.8682 -1.36
C 1.5122 2.3021 0.8985 -0.89
N 0.7195 1.0746 1.3201 0.71
P 1.5048 -0.5119 0.9881 1.43
C 1.3180 -1.4173 2.5379 1.54
C 1.7135 -2.7550 2.5385 -1.28
C 1.7988 -3.4531 3.7290 -0.74
C 1.5095 -2.8188 4.9314 -0.92
C 1.1583 -1.4778 4.9402 -0.91
C 1.0697 -0.7759 3.7470 -0.81
C 3.2857 -0.2563 1.0009 0.92
C 3.8428 0.3272 2.1438 -0.90
C 5.2141 0.4043 2.2855 -1.12
C 6.0447 -0.1389 1.3101 -0.91
C 5.4957 -0.7705 0.2055 -0.75
C 4.1183 -0.8325 0.0469 -0.82
P -0.9241 1.2935 1.1605 0.95
C -1.5168 2.6906 2.0661 0.97
C -2.4045 3.5770 1.4638 -0.97
C -2.9732 4.5913 2.2195 -0.81
C -2.6701 4.7132 3.5672 -0.84
C -1.7910 3.8214 4.1737 -1.02
C -1.2225 2.8077 3.4279 0.03
C -1.9275 -0.1023 1.6279 1.78
C -2.8045 -0.7188 0.7388 -0.86
C -3.7821 -1.5780 1.2085 -1.01
C -3.8809 -1.8527 2.5647 -0.92
C -3.0025 -1.2550 3.4572 -1.20
C -2.0471 -0.3679 2.9964 -0.36
H 3.3201 5.0056 6.2865 0.39
H 4.3044 3.9464 5.2725 0.27
H 2.8470 3.3110 6.0915 0.24
H 2.0191 2.3651 3.6946 -0.22
H 3.4707 3.0228 2.9226 0.60
H 2.1385 4.2589 1.2964 0.64
H 0.6640 3.8766 2.1194 0.35
H 2.5060 1.9235 0.6594 0.90
H 1.0861 2.6679 -0.0369 0.37
H 1.9624 -3.2507 1.6066 0.51
H 2.1026 -4.4906 3.7233 0.52
H 1.5800 -3.3657 5.8614 0.45
H 0.9712 -0.9725 5.8785 0.55
H 0.8549 0.2827 3.7648 0.60
H 3.2053 0.7034 2.9294 0.85
H 5.6396 0.8687 3.1649 0.54
H 7.1183 -0.0863 1.4276 0.45
H 6.1370 -1.2244 -0.5373 0.53
H 3.7079 -1.3546 -0.8063 0.26
H -2.6483 3.4916 0.4121 0.43
H -3.6509 5.2905 1.7505 0.51
H -3.1124 5.5100 4.1492 0.43
H -1.5355 3.9311 5.2179 0.52
H -0.5075 2.1440 3.9013 0.17
H -2.6917 -0.5680 -0.3233 0.47
H -4.4638 -2.0433 0.5087 0.58
H -4.6456 -2.5245 2.9302 0.48
H -3.0842 -1.4521 4.5170 0.53
H -1.4314 0.1450 3.7171 0.32
C -6.9057 3.7993 -3.0381 -1.53
C -5.5552 3.2387 -2.7318 0.93
C -5.4287 2.1090 -1.9157 -0.86
C -4.1947 1.5574 -1.6395 -0.24
C -3.0557 2.1520 -2.1729 -0.25
C -3.1473 3.2813 -2.9839 -0.81
C -4.3965 3.8106 -3.2564 -0.94
S -1.4654 1.4802 -1.9178 1.85
O -0.4821 2.3162 -2.5342 -1.09
O -1.2188 1.7294 -0.3405 -0.74
N -1.3180 -0.0268 -2.0565 1.10
C -1.2537 -0.7485 -3.2300 -0.43
C -1.8908 -0.4261 -4.4212 -0.60
C -1.7542 -1.3075 -5.4819 -0.74
C -1.0058 -2.4667 -5.3200 -1.23
C -0.3961 -2.6956 -4.1010 -0.28
N -0.5060 -1.8554 -3.0703 0.59
H -7.5113 3.8714 -2.1352 0.39
H -7.4343 3.1417 -3.7310 0.32
H -6.8371 4.7839 -3.4940 0.40
H -6.3171 1.6569 -1.4942 0.49
H -4.1325 0.6867 -1.0066 0.38
H -2.2579 3.7395 -3.3924 0.56
H -4.4697 4.6868 -3.8866 0.40
H -2.4731 0.4800 -4.5129 0.53
H -2.2316 -1.0933 -6.4286 0.49
H -0.8857 -3.1704 -6.1301 0.49
H 0.2286 -3.5678 -3.9414 0.59
S -0.5660 -2.9743 0.2394 -0.11
C -0.5344 -4.3784 -0.7505 -0.15
N -1.5793 -4.7787 -1.4323 -0.06
C -1.4646 -6.0226 -2.1963 -0.64
C -0.2653 -6.7702 -1.6152 -0.52
S 0.7611 -5.5070 -0.7843 0.07
H -2.3960 -4.1855 -1.4862 0.25
H -1.3192 -5.7773 -3.2506 0.27
H -2.3809 -6.6011 -2.0955 0.40
H 0.3209 -7.2627 -2.3859 0.41
H -0.5577 -7.5031 -0.8666 0.41
N 2.2399 1.8828 -2.2247 -0.07
C 2.5971 0.6727 -2.6996 -0.34
N 2.1486 -0.4673 -2.2374 1.60
C 2.7705 -1.5400 -2.8904 -0.52
C 2.6245 -2.8874 -2.5795 0.11
C 3.3601 -3.8245 -3.2806 -0.63
C 4.2472 -3.4420 -4.2869 -0.91
C 4.4302 -2.1044 -4.5848 -0.50
C 3.6936 -1.1681 -3.8703 0.16
S 3.7855 0.5670 -3.9648 -0.27
H 1.2840 1.9640 -1.9113 -0.39
H 2.5409 2.6854 -2.7579 0.31
H 1.9540 -3.1921 -1.7882 -0.10
H 3.2542 -4.8730 -3.0341 0.46
H 4.8118 -4.1914 -4.8229 0.47
H 5.1367 -1.7943 -5.3417 0.48
```


Record 4
This record from the OMol25 dataset describes a structure of composition C4H4ORb in a non-equilibrium geometry. The level of theory is ωB97M-V/def2-TZVPD.

As for the spin multiplicity: 2. The energy relative to the best compared isomer or geometry (same formula, charge and spin) is 10.8 kJ/mol. As for the expectation value of S²: 0.76. The value obtained for the total energy is -253.94696 Eh. As for the total charge: 0. For the LUMO energy (alpha / beta), the calculation gives -1.293 / -1.070 eV. The gap between HOMO and LUMO (alpha / beta) comes out at 2.466 / 5.646 eV.

Geometry as XYZ:
```
10
Properties=species:S:1:pos:R:3:lowdin_spin:R:1
H -1.6383 -2.3212 -0.5796 0.01
C -1.5837 -1.2373 -0.7128 0.15
C -0.5041 -0.5317 -0.2755 0.06
C 0.7507 -0.6372 0.5709 0.06
C 0.5682 0.5228 -0.3668 0.27
H -2.3749 -0.7518 -1.2894 0.01
H 1.4952 -1.4093 0.3011 0.01
H 0.6409 -0.4608 1.6552 0.02
O 0.7391 1.7804 -0.3086 0.20
Rb 1.9067 5.0460 1.0055 0.20
```